A structure of composition C7H12N2 at a distorted geometry. Source: OMol25; level of theory: ωB97M-V/def2-TZVPD.

Properties
DFT total energy	-383.0024	a.u.
HOMO level	-0.3009	hartree

CARTESIAN COORDINATES (ANGSTROEM)
C1 -1.35 1.39 -0.24
H1 -1.55 -1.97 0.24
C2 1.79 0.06 0.00
H2 1.32 -1.28 1.91
H3 3.49 -1.31 -1.37
N1 -3.16 -0.74 -0.50
C3 0.28 -0.86 1.59
C4 -1.99 -1.00 -0.14
H4 0.62 2.04 0.51
H5 0.86 -1.63 -1.18
C5 0.39 -0.18 0.56
C6 -0.46 2.41 0.20
H6 1.58 0.30 -2.31
H7 -0.80 -0.69 2.13
H8 2.62 1.15 -0.09
N2 -0.90 0.06 -0.13
C7 1.94 -0.65 -1.34
H9 -0.65 3.55 0.18
H10 -2.48 1.58 -0.53
H11 2.25 -0.81 1.05
H12 -3.80 -1.42 -0.55

Atom-resolved charges from natural (NBO), all expressed in e: C -0.01; H 0.17; C -0.48; H 0.21; H 0.22; N -0.68; C -0.42; C 0.32; H 0.21; H 0.22; C 0.11; C -0.52; H 0.25; H 0.24; H 0.27; N -0.50; C -0.61; H 0.23; H 0.26; H 0.19; H 0.36